# C3H14NO4

A 5-piece molecular cluster, C3H14NO4 overall in a non-equilibrium geometry (ωB97M-V/def2-TZVPD, the OMol25 dataset).

Element x y z (Å)
O  5.29347  -2.40346  3.48413
O  -1.13279  -0.68576  1.53176
O  0.42072  2.18533  -3.92497
O  0.73894  1.52598  2.27344
N  -0.91334  -0.35266  -1.05608
C  -0.28554  0.74149  -1.22922
C  -2.38967  -0.35381  -1.09643
C  -2.91801  -1.55490  -1.16540
H  -1.89171  -0.28197  1.95229
H  -0.36744  -1.17433  -0.80776
H  -0.48653  -0.12470  2.01387
H  -0.79908  1.63690  -1.54855
H  0.24572  2.15628  2.82449
H  -2.45891  -2.53121  -1.12234
H  1.67722  1.50348  2.53898
H  -3.94450  -1.66752  -1.50496
H  0.79805  0.71036  -1.18611
H  4.67743  -2.91283  3.99684
H  -0.30925  2.56146  -4.41315
H  1.27997  2.29497  -4.36588
H  5.63322  -1.83302  4.19348
H  -2.86797  0.55990  -1.38845

The total charge is +1. As for the energy above the lowest of the compared OMol25 structures with the same formula, charge and spin: 239.8 kJ/mol. The LUMO energy comes out at -0.154 Ha.

=====

# C3H3FN2O2

One molecule with the formula C3H3FN2O2 in a non-equilibrium geometry (ωB97M-V/def2-TZVPD, the OMol25 dataset).

Element x y z (Å)
F  -2.27489  0.46952  2.34480
O  1.91272  -0.44087  0.11892
O  -0.15098  0.16074  -0.56114
N  -0.82013  -1.41304  2.30729
N  -0.79738  0.01741  2.29336
C  0.71210  -0.41576  0.28778
C  0.26118  0.55975  -1.84083
C  -0.20606  -0.81284  1.34544
H  0.09941  1.65778  -1.99143
H  1.33721  0.35550  -1.73591
H  -0.07318  -0.13818  -2.56826

The SMILES is COC(=O)C1=NN1F. As for the energy above the lowest of the compared OMol25 structures with the same formula, charge and spin: 670.0 kJ/mol. The LUMO energy comes out at -0.033 Ha.

=====

no.,HOMO energy (eV)
1,-13.5
2,-10.6